ORCA calculation (the ωB97M-V functional and the def2-TZVPD basis) on a gas-phase ion, C3H6N2O2 (charge +2).

As for the net charge: +2. As for the energy above the lowest of the compared OMol25 structures with the same formula, charge and spin: 24.7 kcal per mole. The calculation puts the max |F| at 0.0948 hartree/bohr. The value obtained for the frontier orbital gap is 10.14 eV. As for the SMILES: O=[N+]1CC[N+](=O)C1. The highest occupied orbital energy comes out at -0.8370 Eh.

Atoms and positions in Å:
1 O -1.797 1.555 0.535
2 N -1.005 0.794 0.197
3 C -0.422 0.475 -1.055
4 C 0.775 -0.439 -0.814
5 N 0.807 -0.774 0.540
6 O 1.505 -1.508 1.098
7 C -0.349 -0.071 1.200
8 H 0.034 1.427 -1.482
9 H -1.221 0.288 -1.788
10 H 0.829 -1.346 -1.376
11 H 1.850 -0.076 -0.944
12 H 0.214 0.372 2.120
13 H -1.220 -0.696 1.769

Cartesian forces, eV/Å:
-1.5183 1.2603 -0.5186
2.5728 -1.5292 2.3152
1.2486 2.4551 -2.9862
2.1402 0.2671 -1.6205
-3.6943 -0.4864 1.3729
0.8552 -0.3101 0.3525
-0.1415 -1.0778 4.7499
-0.8014 -0.4812 0.5038
0.2400 -0.7569 0.0324
-0.3270 -0.9554 -0.6598
-1.2597 0.5346 -0.5871
-1.4044 0.4521 -1.4015
2.0899 0.6277 -1.5530

Mulliken population analysis, charges in e, atoms 1 to 8:
1 O -0.187
2 N 0.707
3 C -0.381
4 C -0.428
5 N 0.653
6 O -0.193
7 C -0.447
8 H 0.350